(A)
This record from OMol25 describes an isolated molecule of C6H7N3O3. The level of theory is the ωB97M-V functional and the def2-TZVPD basis.

The geometry in XYZ format:
```
19
C6H7N3O3, DFT the ωB97M-V functional and the def2-TZVPD basis
N -1.39 0.97 2.79
C -0.62 1.31 1.95
N 0.01 1.50 0.92
C 1.12 1.77 0.13
O 1.46 2.85 -0.25
N 1.61 0.67 -0.45
C 1.10 -0.71 -0.41
O 0.99 -1.15 0.94
C -0.12 -0.64 -1.26
C -1.02 -1.87 -1.43
C -1.44 -0.65 -0.64
O -2.24 0.09 -0.15
H -2.23 1.17 3.17
H 2.45 1.00 -0.81
H 1.94 -1.23 -0.89
H 0.56 -0.42 1.53
H 0.00 0.12 -2.06
H -1.50 -2.07 -2.31
H -0.69 -2.71 -0.77
```

## Properties
HOMO in eV: -9.32
SMILES string: N=C=NC(=O)N[C@@H](O)[C@H]1CC1=O
Gap between HOMO and LUMO in eV: 9.897

---

(B)
This record from OMol25 describes an isolated molecule of C6H7N3O3. The level of theory is the ωB97M-V functional and the def2-TZVPD basis.

The geometry in XYZ format:
```
19
C6H7N3O3, DFT the ωB97M-V functional and the def2-TZVPD basis
C 2.51 0.83 1.38
C 1.92 0.13 0.36
C 0.61 1.81 0.99
C -0.49 -1.25 -0.77
C -1.79 -1.79 0.18
C -0.20 0.21 -0.71
N 1.70 1.87 1.70
N 0.70 0.73 0.13
N -1.11 1.10 -1.34
O 0.49 -2.02 -0.79
O -1.06 2.29 -1.01
O -1.65 0.61 -2.33
H 3.45 0.57 1.81
H 2.09 -0.82 -0.06
H -0.07 2.56 1.10
H -0.97 -1.40 -1.81
H -2.73 -1.67 -0.38
H -1.67 -0.98 0.91
H -1.74 -2.77 0.63
```

## Properties
HOMO (spin up / spin down) in eV: -9.54 / -9.06
Gap between HOMO and LUMO (spin up / spin down) in eV: 7.292 / 6.881

---

If we sort the structures by their calculated energies, the order from most to least stable is (A), (B).

---

(A)
This record from OMol25 describes a cluster of 2 separate species, CH4ClOP in total. The level of theory is the ωB97M-V functional and the def2-TZVPD basis.

The geometry in XYZ format:
```
8
CH4ClOP, DFT the ωB97M-V functional and the def2-TZVPD basis
C -0.43 0.76 -0.21
O -0.01 -0.29 -0.63
H 0.04 1.75 -0.46
H -1.42 0.79 0.29
P 3.50 -1.12 0.58
Cl 2.95 0.50 -0.44
H 2.87 -2.27 0.00
H 2.19 -1.11 1.47
```

## Properties
HOMO in eV: -9.64
SMILES string: C=O.PCl
Gap between HOMO and LUMO in eV: 10.363

---

(B)
This record from OMol25 describes a cluster of 2 separate species, CH4ClOP in total. The level of theory is the ωB97M-V functional and the def2-TZVPD basis.

The geometry in XYZ format:
```
8
CH4ClOP, DFT the ωB97M-V functional and the def2-TZVPD basis
C 2.43 0.61 0.05
P 0.90 0.13 0.47
Cl 1.05 -1.88 0.59
H 3.13 -0.13 -0.09
H 2.73 1.70 -0.31
O -3.32 0.19 -0.18
H -4.09 -0.07 -0.67
H -2.83 -0.56 0.13
```

## Properties
HOMO in eV: -9.73
SMILES string: C=PCl.O
Gap between HOMO and LUMO in eV: 9.763

---

If we sort the structures by their calculated energies, the order from most to least stable is (B), (A).